No. 1
Entry from the OMol25 dataset: a 2-piece molecular cluster, CH10N6 overall (the ωB97M-V functional and the def2-TZVPD basis).

**Orbital gap (alpha / beta)**: 7.50 / 6.63 eV
**HOMO energy (alpha / beta)**: -8.01 / -7.46 eV
**Energy above the lowest of the compared OMol25 structures with the same formula, charge and spin**: 337.4 kJ/mol
**LUMO (alpha / beta)**: -0.5 / -0.8 eV

CARTESIAN COORDINATES (ANGSTROEM)
C  0.7487  -0.2259  0.1807
N  1.3121  -0.5236  -1.0346
N  -0.8950  -0.0902  -0.1218
N  0.9039  -1.1928  1.2430
N  1.0811  1.0834  0.6993
N  -0.7869  0.4182  -2.1371
N  -1.6344  0.2585  1.0179
H  1.1295  -1.4985  -1.2775
H  -1.2402  -0.9807  -0.4694
H  0.9627  -2.1368  0.8861
H  1.3017  1.6971  -0.0767
H  0.1463  -1.1161  1.9161
H  1.8926  1.0013  1.2991
H  -1.1318  1.3419  -1.8700
H  0.1796  0.5618  -2.4252
H  -1.3356  1.1804  1.3191
H  -2.6341  0.2221  0.8508

=====

No. 2
Entry from the OMol25 dataset: a 3-piece molecular cluster, C7H18BFO4S2 overall (the ωB97M-V functional and the def2-TZVPD basis).

**Orbital gap**: 8.73 eV
**HOMO energy**: -8.60 eV
**LUMO**: 0.1 eV

CARTESIAN COORDINATES (ANGSTROEM)
C  4.5113  -0.5203  -0.7251
B  3.3625  0.4592  -0.3484
F  3.5260  1.2927  0.6757
C  1.9640  0.5012  -1.0917
C  0.8984  -0.1824  -0.2567
O  0.6672  0.0761  0.8861
O  0.1260  -1.1054  -0.9168
H  5.4479  -0.3267  -0.2033
H  4.1968  -1.5429  -0.4791
H  4.6881  -0.5147  -1.8047
H  2.0134  0.0431  -2.0793
H  1.6354  1.5388  -1.2072
H  0.6849  -1.7667  -1.3376
C  -3.1063  0.7999  -2.9650
S  -1.9121  -0.2364  -3.8181
O  -1.6930  0.3742  -5.1554
C  -3.0140  -1.6349  -4.0647
H  -2.6204  1.7528  -2.7661
H  -3.9711  0.9494  -3.6107
H  -3.3912  0.3273  -2.0252
H  -3.8826  -1.3064  -4.6347
H  -3.3086  -2.0404  -3.0968
H  -2.4614  -2.3844  -4.6274
C  -1.4992  1.2745  4.9777
S  -0.9814  -0.2119  4.1060
O  -1.1045  -1.3302  5.0794
C  0.7611  0.2110  4.0299
H  -2.5677  1.1841  5.1620
H  -0.9614  1.3380  5.9233
H  -1.3027  2.1475  4.3553
H  1.1302  0.3570  5.0448
H  0.8948  1.1017  3.4181
H  1.2696  -0.6247  3.5557

=====

No. 3
Entry from the OMol25 dataset: C4H4O3 as an isolated structure (the ωB97M-V functional and the def2-TZVPD basis).

**Orbital gap**: 9.25 eV
**HOMO energy**: -9.42 eV
**Energy above the lowest of the compared OMol25 structures with the same formula, charge and spin**: 365.2 kJ/mol
**LUMO**: -0.2 eV

CARTESIAN COORDINATES (ANGSTROEM)
C  0.3514  -0.2714  1.7992
C  0.1675  0.0167  0.3332
O  0.6602  -0.8314  -0.4203
C  -0.4276  1.0377  -0.9464
O  -0.8840  2.1262  -1.0926
C  -0.1573  -0.1291  -1.8237
O  -1.3761  -0.4100  -1.7205
H  0.7330  0.5887  2.3473
H  1.0307  -1.1308  1.9189
H  -0.6185  -0.5402  2.2298
H  0.5208  -0.4565  -2.6249

=====

No. 4
Entry from the OMol25 dataset: an isolated ion of composition C4H7N2 and charge +1 (the ωB97M-V functional and the def2-TZVPD basis).

**Orbital gap**: 10.84 eV
**HOMO energy**: -15.36 eV
**Energy above the lowest of the compared OMol25 structures with the same formula, charge and spin**: 595.0 kJ/mol
**SMILES**: C=C=[N+]1CN1C
**Net charge**: +1
**LUMO**: -4.5 eV

CARTESIAN COORDINATES (ANGSTROEM)
C  -2.7261  -0.1213  -0.9549
C  -1.5118  0.2057  -0.7895
N  -0.2834  0.3465  -0.4837
C  1.0881  0.2932  -0.9201
N  0.7635  0.8593  0.3239
C  1.0188  0.1007  1.5073
H  -3.3659  0.6549  -1.2521
H  -3.0541  -1.1332  -0.6694
H  1.4242  -0.7995  -0.9608
H  1.5472  0.9961  -1.6521
H  1.9831  -0.5902  1.3870
H  1.2589  0.8303  2.2589
H  0.1386  -0.5650  1.5703

=====

No. 5
Entry from the OMol25 dataset: C6H14 in the gas phase (the ωB97M-V functional and the def2-TZVPD basis).

**Orbital gap**: 10.36 eV
**HOMO energy**: -9.25 eV
**Energy above the lowest of the compared OMol25 structures with the same formula, charge and spin**: 209.3 kJ/mol
**SMILES**: CC(C)C(C)C
**LUMO**: 1.1 eV

CARTESIAN COORDINATES (ANGSTROEM)
C  0.2213  -1.4890  -1.3867
C  0.5498  -0.3596  -0.4033
C  1.0745  0.8678  -1.0974
C  -0.4859  -0.2148  0.6963
C  0.1634  0.4354  1.9076
C  -1.7371  0.5386  0.2527
H  -0.6238  -2.1574  -1.1811
H  0.4316  -1.3571  -2.4559
H  1.1267  -1.7660  -0.7925
H  1.5697  -0.7657  0.2112
H  0.2931  1.4358  -1.6109
H  1.8204  0.5712  -1.8465
H  1.5663  1.4842  -0.3453
H  -0.7885  -1.2392  0.9730
H  0.4640  1.4650  1.6793
H  1.0614  -0.1183  2.2087
H  -0.5335  0.4612  2.7468
H  -2.1939  0.0851  -0.6349
H  -2.4795  0.5393  1.0582
H  -1.5000  1.5835  0.0206

=====

No. 6
Entry from the OMol25 dataset: C30H44IrN4OP2Si as an isolated structure (the ωB97M-V functional and the def2-TZVPD basis).

**Orbital gap (alpha / beta)**: 5.73 / 2.89 eV
**2S+1**: 6
**HOMO energy (alpha / beta)**: -10.77 / -11.96 eV
**Energy above the lowest of the compared OMol25 structures with the same formula, charge and spin**: 0.0 kJ/mol
**Net charge**: +2
**LUMO (alpha / beta)**: -5.0 / -9.1 eV

CARTESIAN COORDINATES (ANGSTROEM)
Ir  0.3971  -0.3038  -0.9312
C  -0.9875  1.5204  -0.8142
C  -1.3866  0.4867  -1.6974
C  -1.2466  0.5726  -3.1920
C  0.1130  0.2135  -3.8211
C  1.2106  -0.0108  -2.8117
C  1.6304  1.0230  -1.9062
C  1.1168  2.4390  -1.9665
C  -0.1525  2.7110  -1.1155
C  1.6573  -1.7363  -0.4008
H  -1.5191  1.6058  0.1424
H  -2.2649  -0.0831  -1.3790
H  -1.5560  1.5971  -3.4202
H  -1.9954  -0.0883  -3.6545
H  -0.0043  -0.7187  -4.3994
H  0.4166  0.9868  -4.5453
H  1.9558  -0.7361  -3.1395
H  2.6216  0.9042  -1.4635
H  0.9303  2.7628  -2.9985
H  1.9151  3.0804  -1.5650
H  0.1745  3.1023  -0.1351
H  -0.7026  3.5472  -1.5880
H  2.0403  -1.6555  0.6296
H  2.5020  -1.7678  -1.1040
H  1.1018  -2.6962  -0.4620
P  1.6313  -1.0612  -7.2588
P  -2.0322  -0.5855  -6.8634
N  2.9748  0.0789  -7.6249
N  2.1383  -2.3311  -8.4744
N  -2.1352  1.1595  -7.0447
N  -3.6519  -0.9527  -7.6853
C  0.4224  -0.2520  -8.4096
C  -1.0029  -0.8526  -8.3902
C  3.7773  0.6669  -6.6341
C  4.7870  1.4169  -7.2389
C  4.6138  1.2929  -8.6544
C  3.4583  0.5374  -8.8513
C  2.2099  -3.6968  -8.1722
C  2.6431  -4.3913  -9.2983
C  2.8471  -3.4325  -10.3385
C  2.4460  -2.2012  -9.8314
C  -1.8513  2.0045  -5.9695
C  -1.9148  3.3221  -6.3758
C  -2.2264  3.3084  -7.7704
C  -2.2677  1.9777  -8.1673
C  -4.3582  -0.2688  -8.6820
C  -5.3378  -1.1005  -9.2312
C  -5.2517  -2.3498  -8.5368
C  -4.2136  -2.2404  -7.6181
H  0.7923  -0.3348  -9.4438
H  0.4116  0.8197  -8.1572
H  -1.5632  -0.4176  -9.2363
H  -0.9581  -1.9482  -8.5213
H  3.5314  0.5237  -5.5950
H  5.5511  1.9975  -6.7387
H  5.2492  1.7001  -9.4292
H  2.9415  0.3469  -9.7685
H  1.9078  -4.0386  -7.1926
H  2.7817  -5.4610  -9.3798
H  3.2455  -3.6072  -11.3273
H  2.2920  -1.2864  -10.3747
H  -1.5856  1.5723  -5.0349
H  -1.7359  4.1776  -5.7351
H  -2.4056  4.1762  -8.3870
H  -2.3450  1.5523  -9.1543
H  -4.1519  0.7564  -8.9072
H  -6.0180  -0.8398  -10.0288
H  -5.8855  -3.2152  -8.7025
H  -3.8313  -2.9581  -6.9068
C  -1.6245  0.9147  3.2536
Si  -0.3382  -0.1954  2.3767
C  1.2356  0.8532  2.5739
C  -0.3993  -1.7106  3.5077
O  -0.5935  -0.6667  0.8541
H  -1.5059  0.8798  4.3468
H  -2.6514  0.5961  3.0194
H  -1.5023  1.9612  2.9418
H  1.4183  1.0714  3.6381
H  2.1221  0.3574  2.1546
H  1.0949  1.8057  2.0403
H  -1.3328  -2.2607  3.3178
H  0.4362  -2.3972  3.3282
H  -0.3899  -1.3980  4.5617

=====

| no. | maximum force (eV Å⁻¹) |
| --- | --- |
| 1 | 1.4 |
| 2 | 0.5 |
| 3 | 2.1 |
| 4 | 4.7 |
| 5 | 4.1 |
| 6 | 3.6 |